Formula: C12H15F9N3NaO15
Source: the OMol25 dataset
Level of theory: wB97M-V/def2-TZVPD

net charge = -2
HOMO-LUMO gap = 0.156 Eh
relative energy (zero: lowest compared OMol25 entry of this formula, charge and spin) = 546.2 kJ/mol
E_HOMO = -2.3 eV

Last column: natural (NBO) charge in e.
CARTESIAN COORDINATES (ANGSTROEM)
1 Na -13.3925 4.4557 17.5659  0.992
2 N -18.3807 2.8982 14.9270  0.718
3 O -17.4666 3.4722 15.4650  -0.568
4 O -18.2327 2.1580 13.9741  -0.564
5 O -19.4853 3.2872 15.3381  -0.584
6 N -14.1804 9.6965 15.6031  0.722
7 O -13.3829 8.7954 15.3324  -0.611
8 O -13.7889 10.7698 16.0790  -0.588
9 O -15.3316 9.6008 15.2809  -0.521
10 N -15.8279 7.0253 21.1849  0.721
11 O -15.1384 6.0613 21.5502  -0.628
12 O -16.0687 7.1494 20.0069  -0.544
13 O -16.0900 7.9343 21.9283  -0.546
14 C -15.1276 -1.5695 19.8285  -0.645
15 C -14.1740 -1.4000 21.0113  -0.073
16 O -12.8190 -1.7547 20.8188  -0.485
17 C -11.9671 -0.9942 20.0619  0.679
18 O -12.3556 0.0158 19.4396  -0.545
19 C -10.5528 -1.5251 19.8107  0.908
20 F -10.2828 -2.7351 20.4252  -0.308
21 F -10.4377 -1.6294 18.4586  -0.298
22 F -9.7047 -0.5432 20.2374  -0.305
23 H -14.6978 -1.2616 18.8753  0.233
24 H -16.1112 -1.1815 20.0933  0.240
25 H -15.2942 -2.6157 19.5719  0.206
26 H -14.6372 -1.9324 21.8420  0.196
27 H -14.0446 -0.3836 21.3831  0.197
28 C -6.1840 11.0883 18.6376  -0.637
29 C -7.4589 10.3079 18.4961  -0.070
30 O -8.2569 10.3243 19.7464  -0.533
31 C -8.9553 9.1669 20.2658  0.709
32 O -9.2535 8.1435 19.6116  -0.516
33 C -9.3273 9.3874 21.8008  0.907
34 F -10.5827 9.9277 21.9399  -0.297
35 F -9.3476 8.1998 22.4409  -0.296
36 F -8.4413 10.2832 22.3875  -0.322
37 H -5.6376 10.6431 19.4691  0.211
38 H -6.5739 12.0201 19.0473  0.224
39 H -5.6793 11.1548 17.6737  0.226
40 H -7.4506 9.3308 18.0130  0.199
41 H -8.0989 10.7956 17.7609  0.195
42 C -7.1583 3.5658 16.2202  -0.621
43 C -7.6718 3.7509 14.8006  -0.077
44 O -7.9463 2.4108 14.4372  -0.509
45 C -9.1841 1.8584 14.3719  0.695
46 O -10.1099 2.3010 15.0071  -0.540
47 C -9.2906 0.6717 13.4095  0.901
48 F -10.0741 -0.2365 13.9444  -0.294
49 F -9.7936 1.1053 12.2654  -0.303
50 F -8.1480 0.1268 13.0978  -0.300
51 H -6.2013 3.0450 16.2517  0.210
52 H -7.9364 3.1394 16.8532  0.220
53 H -6.9853 4.5544 16.6455  0.210
54 H -6.8117 4.0792 14.2171  0.195
55 H -8.5305 4.4219 14.8243  0.212

Forces on the atoms, in the same order (eV/Å):
Na -0.6 0.5 0.0
N -1.8 2.5 0.5
O 4.3 0.4 1.2
O 0.1 -1.9 -1.3
O -2.4 -1.2 -0.4
N 0.9 1.3 -0.7
O 1.5 -1.5 0.2
O 1.0 0.9 1.0
O -3.2 -0.8 -0.6
N 2.0 0.1 -1.0
O 0.6 -1.8 1.1
O -1.2 -0.3 -3.0
O -1.1 1.8 2.9
C 0.9 -0.8 -0.4
C -1.0 1.7 0.1
O 3.1 -1.2 -0.9
C -4.6 2.1 -1.4
O 1.7 -2.9 2.1
C 0.1 0.0 0.2
F -0.1 2.1 -1.2
F 0.4 -0.4 1.5
F -0.3 -1.6 -0.3
H -0.3 1.1 0.2
H 0.2 0.4 -0.3
H 0.0 -0.4 0.7
H 0.9 -0.5 0.1
H -1.0 0.4 -0.4
C -1.2 -0.5 1.5
C -2.4 -0.6 -1.1
O -0.6 -2.6 1.3
C 0.6 -1.0 -3.7
O 1.4 4.1 2.9
C -0.8 1.0 0.0
F 1.8 -0.6 -0.4
F 0.6 1.3 -0.5
F -1.2 -1.8 -0.6
H 0.7 0.0 -0.4
H 0.7 0.6 -0.4
H 0.1 0.2 0.4
H 0.6 -0.5 0.9
H -0.2 0.5 0.1
C -0.1 1.6 0.6
C 0.7 -0.5 2.3
O -0.9 -2.0 -2.7
C 0.6 2.7 1.8
O 0.3 -0.8 -0.9
C -0.1 0.7 0.3
F -0.6 -0.6 0.1
F -0.9 0.4 -0.6
F 1.5 -0.7 0.2
H -0.3 -0.3 0.0
H 0.2 -0.4 -0.1
H 0.2 0.2 0.1
H -0.6 0.1 -0.5
H -0.1 -0.2 -0.6